Entry 1:
Below is 3 unconnected molecules or ions with the total composition C3H14N2O, with properties calculated with wB97M-V/def2-TZVPD.

Positions of all 20 atoms, in Å:
C1 0.257703 1.497228 -0.405792
C2 -1.162713 0.703858 -0.131413
C3 -0.869669 -0.003165 1.089603
N1 -2.250243 -1.456504 0.865023
N2 1.180565 0.600035 -1.210697
H1 0.781065 1.948149 0.507606
H2 -0.028817 2.330031 -1.175371
H3 -1.637775 0.054906 -1.002229
H4 -1.944163 1.421557 0.163631
H5 -0.177686 -0.797723 1.032255
H6 -0.961404 0.443080 2.001217
H7 -2.390948 -2.348074 0.274021
H8 -2.380956 -1.995189 1.786247
H9 -3.246527 -1.044955 0.664580
H10 1.921180 1.069342 -1.860429
H11 0.747096 -0.093278 -1.981819
H12 1.924826 -0.011238 -0.598721
H13 3.714643 -0.145949 0.392097
H14 3.404509 -1.539467 -0.243364
O1 3.119315 -0.632645 -0.166444

Forces on the atoms, in the same order (eV/Å):
-1.795 1.102 -2.727
0.056 1.330 -1.179
-1.281 -4.549 -3.076
-3.471 -1.364 1.630
1.829 -1.854 -2.320
-0.768 -0.883 -1.348
0.531 -1.153 1.890
1.771 1.449 1.587
0.400 0.281 -0.731
1.259 -0.398 0.137
-0.784 1.032 2.579
1.586 1.700 -0.010
0.209 1.517 -0.959
2.225 -0.337 0.847
-1.762 -0.016 1.563
0.475 1.970 2.491
-1.119 0.488 -0.823
0.739 0.160 0.492
0.341 -0.557 0.037
-0.440 0.081 -0.079

Highest occupied orbital energy = -20.242 eV
Charge = +2
Energy relative to the best compared isomer or geometry (same formula, charge and spin) = 77.1 kcal/mol
Spin multiplicity = 1
F_max = 5.64 eV/A
Lowest unoccupied orbital energy = -8.6 eV
Kohn-Sham gap = 11.66 eV

Computed natural (NBO) charges, given in elementary charges: -0.242 -0.514 0.091 -0.934 -0.791 0.271 0.279 0.280 0.271 0.209 0.231 0.456 0.440 0.435 0.466 0.455 0.472 0.527 0.535 -0.938

Entry 2:
Below is 2 unconnected molecules or ions with the total composition C3H14N2O, with properties calculated with wB97M-V/def2-TZVPD.

Positions of all 20 atoms, in Å:
C1 1.288155 0.176735 0.778010
C2 0.201531 1.293144 0.375774
C3 -1.073884 0.525989 0.315204
N1 -2.281767 1.793040 -0.171035
N2 1.680314 -0.597930 -0.443043
H1 0.865161 -0.495775 1.520430
H2 2.083838 0.792121 1.186415
H3 0.659701 1.608394 -0.563515
H4 0.284779 2.145883 1.043308
H5 -1.215179 0.002929 -0.621395
H6 -1.509795 0.382809 1.293584
H7 -3.156192 1.580855 0.341425
H8 -2.151787 2.769517 0.110590
H9 -2.816969 1.839972 -1.051635
H10 2.695948 -0.688050 -0.476809
H11 1.389879 -0.100964 -1.284426
H12 1.157565 -1.617706 -0.508542
H13 -0.119412 -3.043987 0.159314
H14 0.840330 -3.479581 -1.003582
O1 0.311785 -2.744816 -0.653407

Forces on the atoms, in the same order (eV/Å):
-1.323 1.502 0.016
2.282 -1.947 -0.106
-1.768 4.973 -1.789
-2.050 -0.589 1.036
-0.161 -0.389 0.277
0.412 -0.117 0.133
0.504 -0.668 -0.006
-0.935 0.401 -0.337
-0.433 -0.237 0.372
0.001 -1.284 0.689
-0.014 -1.190 -0.135
0.570 -0.307 0.750
0.818 -0.102 -0.070
1.433 -0.286 -0.823
0.013 -0.208 -0.113
0.269 0.057 -0.114
0.551 1.041 0.234
0.030 -0.355 -0.124
-0.304 -0.204 0.051
0.105 -0.090 0.058

Highest occupied orbital energy = -20.514 eV
Charge = +2
Energy relative to the best compared isomer or geometry (same formula, charge and spin) = 38.4 kcal/mol
Spin multiplicity = 1
F_max = 5.57 eV/A
Lowest unoccupied orbital energy = -7.5 eV
Kohn-Sham gap = 13.06 eV

Computed natural (NBO) charges, given in elementary charges: -0.223 -0.473 -0.100 -0.798 -0.735 0.226 0.267 0.232 0.274 0.257 0.264 0.433 0.442 0.451 0.454 0.421 0.466 0.522 0.534 -0.914

Entry 3:
Below is 3 unconnected molecules or ions with the total composition C3H14N2O2, with properties calculated with wB97M-V/def2-TZVPD.

Positions of all 21 atoms, in Å:
C1 0.269465 2.430615 1.427578
C2 -0.505704 1.551574 0.446544
N1 -0.325257 0.173180 0.815085
C3 -0.727364 -0.771216 -0.218924
N2 -1.346022 -1.946110 0.358642
H1 -0.083443 2.367034 2.454752
H2 0.384535 3.458899 1.091945
H3 1.240000 1.935183 1.377928
H4 -1.563660 1.838986 0.323405
H5 -0.038318 1.702631 -0.522293
H6 -0.742048 -0.078697 1.697696
H7 0.162036 -1.100819 -0.768372
H8 -1.336277 -0.277497 -0.986463
H9 -1.924492 -2.420577 -0.322658
H10 -1.936945 -1.710169 1.148398
H11 0.470216 -3.552740 -2.207123
H12 0.334408 -5.069352 -2.162546
O1 0.023134 -4.267626 -1.704421
H13 2.704152 2.663883 -0.609980
H14 2.091352 1.285404 -0.654463
O2 2.850234 1.787415 -0.984728

Forces on the atoms, in the same order (eV/Å):
0.322 -0.692 -0.528
-0.290 0.555 0.405
0.123 -0.502 -0.232
0.377 -0.181 -0.369
-0.122 -0.019 0.421
-0.159 0.119 0.020
-0.209 0.132 0.103
0.333 0.384 0.495
0.054 0.041 0.067
-0.060 -0.087 -0.339
-0.102 0.212 0.100
0.007 -0.056 0.015
-0.345 0.164 0.174
0.228 -0.211 -0.101
-0.149 0.161 -0.180
-0.148 -0.114 0.189
-0.072 0.109 0.050
0.160 0.063 -0.263
0.088 0.015 -0.054
0.156 -0.209 -0.129
-0.193 0.117 0.156

Highest occupied orbital energy (spin up / spin down) = 1.150 / -5.587 eV
Charge = -1
Energy relative to the best compared isomer or geometry (same formula, charge and spin) = 22.0 kcal/mol
Spin multiplicity = 2
F_max = 0.93 eV/A
Lowest unoccupied orbital energy (spin up / spin down) = 3.3 / 3.1 eV
Kohn-Sham gap (spin up / spin down) = 2.11 / 8.73 eV

Computed natural (NBO) charges, given in elementary charges: -0.641 -0.267 -0.655 -0.231 -0.840 0.196 0.196 0.211 0.157 0.178 0.350 0.155 0.119 0.367 0.329 0.335 0.370 -1.284 0.451 0.471 -0.968

Entry 4:
Below is 3 unconnected molecules or ions with the total composition C3H14N2O2, with properties calculated with wB97M-V/def2-TZVPD.

Positions of all 21 atoms, in Å:
C1 -0.730713 -0.639942 2.636740
C2 -0.309237 0.175130 1.412401
N1 -0.806742 -0.568733 0.279326
C3 1.207946 0.393648 1.347272
N2 1.636448 0.810172 0.080080
H1 -0.069481 -1.470946 2.860247
H2 -0.784333 -0.085105 3.581101
H3 -1.726902 -1.044447 2.566829
H4 -0.977009 1.111405 1.400767
H5 -1.099633 0.070707 -0.453562
H6 -1.378279 -1.345464 0.467068
H7 1.535678 -0.728801 1.739023
H8 1.356186 1.153943 2.202659
H9 2.175208 0.178448 -0.459237
H10 0.899929 1.432202 -0.294403
O1 -1.737755 -4.462209 -3.074801
H11 -2.711044 -4.490308 -3.030294
H12 -1.542740 -4.191902 -3.943682
O2 1.128243 4.297813 -1.628085
H13 1.176341 4.268805 -2.630534
H14 1.206272 5.193538 -1.277220

Forces on the atoms, in the same order (eV/Å):
0.206 0.590 1.330
-2.537 -0.096 0.392
1.396 1.018 -1.431
-1.094 -2.174 3.439
-0.347 1.828 0.526
0.263 -0.231 -0.301
0.333 0.315 -0.219
-0.462 -0.122 -0.463
1.535 -0.493 0.449
-0.233 -0.922 0.062
-0.895 -0.570 0.035
0.131 3.021 -1.330
0.605 -1.051 -1.078
-0.263 -0.215 -0.764
1.398 -0.867 -0.649
-1.084 -0.543 1.698
0.675 0.011 -0.018
0.403 0.528 -1.679
-0.044 -0.584 -1.411
-0.023 0.657 2.095
0.037 -0.102 -0.684

Highest occupied orbital energy = -8.304 eV
Energy relative to the best compared isomer or geometry (same formula, charge and spin) = 48.1 kcal/mol
Spin multiplicity = 1
F_max = 4.21 eV/A
Lowest unoccupied orbital energy = 0.9 eV
Kohn-Sham gap = 9.16 eV

Computed natural (NBO) charges, given in elementary charges: -0.623 -0.068 -0.872 -0.200 -0.870 0.205 0.214 0.207 0.161 0.363 0.371 0.184 0.164 0.389 0.374 -0.932 0.467 0.465 -0.959 0.481 0.479